Below is a cluster of 12 separate species, C61H145N7O22 in total in a non-equilibrium geometry, with properties calculated with ωB97M-V/def2-TZVPD.

Structure (XYZ):
```
235
Properties=species:S:1:pos:R:3
C -1.27842 -1.44967 0.79116
C -0.97089 -0.45217 1.92451
N 0.47001 -0.27359 2.20839
C 1.16068 0.36479 1.01093
C 0.72389 0.68059 3.35648
C -0.09280 1.94952 3.40221
C 1.30184 -1.49278 2.40014
C 0.66869 -2.52004 3.32787
O 0.46423 -1.99435 4.62935
C 0.80096 -2.92966 5.62545
H -1.06890 -0.94783 -0.18870
H -2.36766 -1.57217 0.93240
H -0.82388 -2.42897 0.99661
H -1.48352 -0.72285 2.90366
H -1.35341 0.56880 1.60415
H 0.94940 -0.33075 0.14852
H 2.20813 0.53280 1.14235
H 0.65705 1.35513 0.82535
H 1.73594 0.98147 3.15840
H 0.72751 0.05011 4.23654
H 0.13676 2.46489 4.38572
H -1.16795 1.97546 3.18916
H 0.31298 2.56418 2.63705
H 2.25753 -1.11518 2.69254
H 1.37989 -1.89561 1.43607
H 1.39506 -3.39557 3.39275
H -0.22622 -2.89279 2.88987
H 0.05564 -3.70397 5.82754
H 0.91972 -2.38276 6.57317
H 1.83501 -3.35425 5.54049
C -1.21463 -4.33745 -1.81035
C 0.27629 -4.63407 -2.18446
N 1.04436 -3.49755 -2.89566
C 1.21309 -2.41286 -1.92133
C 2.47060 -4.07966 -3.29058
C 3.37555 -2.96414 -3.77627
C 0.31747 -2.93819 -4.10950
C 0.02823 -3.94773 -5.20082
O 1.28329 -4.46436 -5.73271
C 1.11259 -5.49158 -6.68331
H -1.84014 -4.18277 -2.69770
H -1.12016 -3.46141 -1.19672
H -1.56456 -5.22193 -1.32314
H 0.39457 -5.53626 -2.84361
H 0.87576 -4.81068 -1.31326
H 1.79083 -2.83303 -1.05463
H 0.15888 -2.15928 -1.57440
H 1.68757 -1.53293 -2.39003
H 2.34391 -4.89990 -3.99018
H 2.85034 -4.40844 -2.34339
H 4.36888 -3.44628 -3.94012
H 3.51675 -2.12956 -3.11692
H 3.04952 -2.61165 -4.76461
H 0.98952 -2.15417 -4.48573
H -0.53070 -2.36892 -3.62067
H -0.45929 -3.43180 -6.02378
H -0.56234 -4.82199 -4.86156
H 0.99403 -5.05593 -7.67025
H 0.24935 -6.14915 -6.44499
H 2.03238 -6.01877 -6.65236
C -7.05093 -0.36828 5.28902
C -5.55350 -0.12005 5.24035
N -5.01110 0.91819 4.32399
C -5.83085 0.92792 3.04006
C -5.19164 2.27262 5.02172
C -4.57468 3.45382 4.28427
C -3.54393 0.69276 4.09134
C -2.77757 0.49262 5.36755
O -2.74005 1.60076 6.20777
C -1.71857 1.55426 7.21524
H -7.59217 0.55754 5.12861
H -7.30669 -0.89046 6.25388
H -7.35778 -0.97124 4.38157
H -5.00813 -1.04926 4.98025
H -5.18933 0.13883 6.22381
H -6.76321 1.45181 3.24212
H -5.97906 -0.16142 2.75544
H -5.14476 1.48494 2.25733
H -4.76107 2.13894 6.05619
H -6.23930 2.30919 5.11231
H -5.06513 4.39103 4.60100
H -4.67793 3.38978 3.21943
H -3.54918 3.58294 4.62193
H -3.25034 1.54475 3.45554
H -3.39235 -0.23760 3.52293
H -1.75715 0.23527 5.11315
H -3.12592 -0.39469 5.88390
H -0.70634 1.72292 6.81282
H -1.81766 0.53778 7.71439
H -2.01862 2.28773 7.95018
C -2.66549 4.05996 -3.83497
C -1.83627 4.83428 -2.75379
N -2.52273 5.94387 -1.97195
C -3.28805 6.79133 -2.84994
C -3.52429 5.37689 -0.88627
C -4.27432 6.46924 -0.19729
C -1.35605 6.77341 -1.33081
C -0.71652 6.15085 -0.16615
O -1.35787 6.47498 1.07841
C -0.77373 5.80191 2.22051
H -1.97021 3.23498 -3.98344
H -2.80565 4.56557 -4.78586
H -3.54974 3.68493 -3.37319
H -1.03384 5.34377 -3.26003
H -1.37245 4.11253 -2.09954
H -2.74915 7.07169 -3.78761
H -3.47597 7.72994 -2.28541
H -4.31056 6.37961 -3.06019
H -2.86261 4.85058 -0.19427
H -4.03994 4.52765 -1.42200
H -3.59324 7.13690 0.37561
H -5.08772 6.16696 0.47894
H -4.78238 7.06668 -0.95417
H -1.74933 7.76543 -1.18511
H -0.68602 6.81290 -2.18681
H 0.38582 6.49207 -0.11944
H -0.61536 5.04885 -0.36000
H 0.16709 6.23402 2.36948
H -0.83012 4.69339 2.14962
H -1.35393 6.03956 3.09673
C 7.98931 -4.21976 0.50986
C 7.45342 -2.82401 0.81574
N 7.20657 -2.43657 2.22352
C 8.50087 -2.19160 2.95970
C 6.40155 -1.09129 2.24248
C 6.89433 -0.09869 1.21680
C 6.36965 -3.50244 2.91298
C 5.57369 -3.14324 4.14104
O 6.46116 -2.61189 5.07175
C 5.99120 -2.82125 6.39884
H 7.14524 -4.84502 0.73021
H 8.97778 -4.51556 0.92018
H 8.10340 -4.28158 -0.56913
H 6.63054 -2.57617 0.16903
H 8.22807 -2.12521 0.56144
H 8.83981 -3.14751 3.40053
H 8.52252 -1.47110 3.83302
H 9.20553 -1.87000 2.18348
H 6.34531 -0.83781 3.32827
H 5.42089 -1.34904 1.87835
H 6.46607 -0.31815 0.29411
H 7.99726 0.02576 1.09352
H 6.49843 0.91262 1.60934
H 7.09726 -4.21515 3.31876
H 5.75454 -4.00480 2.16053
H 5.05205 -4.03801 4.47038
H 4.77303 -2.45924 3.91473
H 6.58542 -2.40313 7.20395
H 5.74719 -3.88629 6.60822
H 5.04747 -2.26515 6.53727
C 2.71343 1.26824 -2.65376
C 3.55667 1.23705 -3.90600
N 4.77645 2.11194 -3.91509
C 4.36447 3.44532 -3.51468
C 5.89368 1.59547 -2.94885
C 7.06323 2.51673 -2.68306
C 5.26367 2.19635 -5.29948
C 5.51847 0.84636 -5.89969
O 6.64050 0.22964 -5.32438
C 6.70834 -1.11146 -5.74935
H 2.18369 2.13201 -2.55960
H 3.27554 1.18495 -1.71789
H 1.95883 0.49793 -2.71878
H 2.95774 1.50807 -4.76326
H 3.93829 0.27793 -4.00759
H 4.17672 3.52311 -2.41977
H 3.46337 3.73816 -4.11233
H 5.20593 4.11470 -3.83766
H 6.10480 0.61138 -3.25551
H 5.34449 1.56415 -2.04523
H 7.81287 2.49321 -3.44465
H 7.45219 2.11506 -1.75762
H 6.76078 3.53015 -2.51844
H 6.12015 2.86880 -5.29570
H 4.46519 2.72015 -5.87084
H 5.62399 0.79184 -7.00027
H 4.63372 0.25107 -5.70701
H 7.69551 -1.53346 -5.54896
H 6.48068 -1.29834 -6.81367
H 5.92852 -1.58590 -5.17029
C -5.00598 -3.30333 -0.47212
C -4.60096 -2.27216 -1.48890
N -5.68678 -1.24132 -1.94802
C -5.05379 -0.55000 -3.11892
C -7.02589 -2.00975 -2.30473
C -7.10001 -2.80870 -3.58064
C -5.89860 -0.25974 -0.84222
C -6.94105 0.79407 -1.00903
O -8.16213 0.19657 -0.75344
C -9.21852 1.01467 -1.10717
H -4.09560 -3.86382 -0.19604
H -5.65524 -4.10055 -0.89157
H -5.37196 -2.82554 0.37752
H -4.35055 -2.69516 -2.43192
H -3.76184 -1.68604 -1.15798
H -4.02601 -0.61217 -2.86065
H -5.46948 0.45436 -3.30148
H -5.19001 -1.07587 -4.10960
H -7.73056 -1.19661 -2.42099
H -7.35490 -2.66351 -1.48204
H -6.70342 -2.35307 -4.46931
H -8.15872 -3.01659 -3.69642
H -6.60808 -3.76687 -3.65386
H -5.00032 0.31224 -0.74120
H -6.16872 -0.84770 0.05214
H -6.90601 1.31747 -1.99014
H -6.65417 1.59026 -0.30807
H -9.18266 1.19147 -2.18150
H -9.22996 1.96454 -0.62304
H -10.15711 0.48026 -0.93163
O 2.75761 -4.30441 0.01990
C 3.55729 -3.53937 0.82450
O 3.67833 -3.91645 2.03172
O 3.97502 -2.52581 0.11504
H 2.29314 -5.00876 0.49446
O -3.54901 -3.84426 2.02098
C -3.52026 -2.58734 2.69127
O -2.78857 -2.48390 3.68421
O -4.28866 -1.77149 2.12674
H -2.90294 -4.40915 2.51016
O -1.35397 2.68599 0.30083
C -2.67541 2.36501 0.56042
O -3.37809 1.97698 -0.37806
O -3.00988 2.63248 1.71859
H -1.17211 2.44073 -0.61836
O -1.64416 1.40354 -2.28264
C -1.17672 0.26659 -2.82570
O -1.75906 -0.80887 -2.46149
O -0.20808 0.45511 -3.64272
H -2.37918 1.14016 -1.64618
O 2.36280 3.11093 1.13154
C 3.49790 2.94488 0.17443
O 3.71386 3.92226 -0.61474
O 4.08287 1.85880 0.20883
H 1.86107 3.84110 0.64358
```

Computed properties:
maximum force: 3.9 eV/Å
gap between HOMO and LUMO: 8.84 eV
charge: +2
LUMO energy: -2.79 eV

Here are the Löwdin charges for atoms 1 to 6, given in e: C -0.03; C -0.14; N -0.25; C 0.02; C -0.14; C -0.04

Below is a structure of composition C29H45As2CaN9O2 in a non-equilibrium geometry, with properties calculated with ωB97M-V/def2-TZVPD.

Structure (XYZ):
```
88
Properties=species:S:1:pos:R:3
Ca -0.74266 -0.08425 0.08086
C 2.23254 -0.84845 3.10146
As 1.30994 0.56625 2.04626
C 2.91454 1.60145 1.59706
C 0.68834 1.69785 3.52396
C 1.48394 1.84735 4.65476
C 1.09544 2.65475 5.70846
C -0.12446 3.30745 5.65196
C -0.91606 3.17755 4.52626
C -0.52196 2.39575 3.44506
As -1.50616 2.42445 1.74816
C -3.21196 3.25885 2.32896
C -0.65726 4.08645 1.12926
H 3.10814 -0.45195 3.61826
H 2.57664 -1.64205 2.43436
H 1.55834 -1.28425 3.84326
H 3.47264 1.85385 2.50106
H 2.62744 2.52665 1.09646
H 3.55644 1.02775 0.92546
H 2.43524 1.33125 4.71266
H 1.73684 2.77155 6.56696
H -0.45046 3.92345 6.47576
H -1.86016 3.70425 4.48966
H -3.07606 4.31165 2.58036
H -3.63546 2.73935 3.19076
H -3.93906 3.20235 1.51466
H -0.55856 4.78555 1.96186
H -1.25096 4.55705 0.34256
H 0.33704 3.87365 0.73216
O 6.72184 -3.29525 -0.90084
C 6.31314 -2.59165 -1.95924
O 6.96004 -2.54725 -2.96494
C 4.99094 -1.87835 -1.84714
C 4.17454 -1.87545 -0.71634
C 2.97704 -1.18425 -0.72444
C 2.55854 -0.47435 -1.85364
C 3.36364 -0.51885 -3.00184
C 4.56294 -1.19745 -2.98774
N 1.35934 0.22815 -1.74874
C 1.08404 1.15655 -2.57554
C -0.15606 1.91445 -2.56964
C -0.43726 2.71315 -3.68444
C -1.59896 3.46295 -3.70454
C -2.43316 3.40885 -2.59764
C -2.07336 2.58735 -1.53684
N -0.97606 1.84765 -1.51614
H 6.12704 -3.26425 -0.14204
H 4.45424 -2.39525 0.19196
H 2.32724 -1.16105 0.14316
H 3.05004 -0.03805 -3.91504
H 5.20774 -1.21225 -3.85574
H 1.77244 1.45935 -3.37134
H 0.24874 2.73845 -4.51644
H -1.84546 4.08395 -4.55064
H -3.33496 3.99995 -2.54564
H -2.69306 2.53705 -0.64534
N -1.67056 -0.83555 2.23006
C -2.93036 -1.52135 1.96766
C -3.97916 -0.51225 1.51746
N -3.58486 0.08885 0.24786
H -0.99536 -1.51335 2.57376
H -1.82136 -0.15715 2.97786
H -3.31326 -2.04875 2.85106
H -2.75866 -2.24255 1.16206
H -4.05616 0.29295 2.25666
H -4.95726 -1.01085 1.45566
H -4.21766 0.85585 0.04066
H -3.71426 -0.60065 -0.48624
C -1.89506 -4.33165 -3.71994
N -2.10466 -2.97405 -3.25424
C -3.14086 -2.18875 -3.89574
C -1.38676 -2.43595 -2.23614
N -1.58816 -1.27425 -1.72644
N -0.37096 -3.25015 -1.76284
C 0.30814 -3.19095 -0.57274
N 1.28604 -4.13515 -0.47594
N 0.04614 -2.33985 0.34736
H -2.77006 -4.64905 -4.28324
H -1.78456 -5.02155 -2.88044
H -1.02236 -4.39775 -4.37974
H -3.50956 -2.72315 -4.76584
H -2.75266 -1.22755 -4.23714
H -3.98376 -2.02415 -3.21964
H -2.35286 -0.78965 -2.18004
H -0.07516 -3.97045 -2.40564
H 1.38144 -4.86235 -1.16354
H 1.69364 -4.33295 0.42136
H 0.63384 -2.49545 1.16446
```

Computed properties:
maximum force: 1.6 eV/Å
gap between HOMO and LUMO: 7.78 eV
charge: +2
LUMO energy: -5.78 eV
energy relative to the best compared isomer or geometry (same formula, charge and spin): 91.3 kJ/mol

Here are the Löwdin charges for atoms 1 to 6, given in e: Ca 0.97; C -0.28; As 1.09; C -0.27; C -0.43; C -0.11

Below is a structure of composition C30H45HgNO2P2 in a non-equilibrium geometry, with properties calculated with ωB97M-V/def2-TZVPD.

Structure (XYZ):
```
81
Properties=species:S:1:pos:R:3
P 0.55177 -0.65901 -2.60111
P -1.53826 -0.93555 0.45605
C -1.20583 -1.46696 -2.36827
C -2.19912 -1.22494 -1.18864
H -0.91698 -2.50084 -2.39575
H -1.79900 -1.47454 -3.28261
H -2.73158 -0.31280 -1.48674
H -2.91707 -2.04745 -1.06398
C -1.55433 -2.40287 1.58059
H -1.00825 -2.25347 2.53365
H -0.87144 -3.17375 1.20931
H -2.54284 -2.88100 1.68457
C -2.76019 0.21990 1.13050
H -3.30057 -0.20460 1.98991
H -3.44436 0.46729 0.30990
H -2.19982 1.12455 1.42265
C 2.12881 -1.36536 -3.15265
H 2.78698 -0.49147 -3.06541
H 2.16508 -1.75602 -4.16389
H 2.52576 -2.10560 -2.45618
C -0.06383 0.15012 -4.16790
H -1.16476 0.34659 -4.09349
H 0.12537 -0.52098 -5.03228
H 0.49169 1.10184 -4.25514
Hg 0.96952 -2.99348 -0.40814
C -1.99807 -4.25409 -1.85590
C -1.02260 -4.50653 -0.87694
C -0.16335 -5.74807 -0.91162
C 0.70269 -5.67227 -2.14645
C 0.94696 -4.25259 -2.65703
C 0.25556 -3.77824 -3.74356
C -1.02496 -4.25418 -4.24356
C -2.05709 -4.76363 -3.23533
C 1.27104 0.41541 -1.15231
H -2.91898 -3.82642 -1.48192
H -1.38896 -4.31042 0.10866
H -0.76700 -6.63455 -0.94384
H 0.39912 -5.76399 0.02499
H 1.67049 -6.05209 -1.88045
H 0.26351 -6.27956 -2.90297
H 2.00453 -3.95306 -2.56011
H 0.72787 -3.05745 -4.41874
H -0.87226 -5.06908 -4.94980
H -1.48697 -3.45400 -4.83472
H -3.03012 -4.42805 -3.56335
H -2.08016 -5.84393 -3.25051
H 0.43613 0.81520 -0.52394
H 1.51371 1.10569 -1.83394
H 2.18329 0.43472 -0.48833
C -1.52716 5.80480 0.92862
C -0.06645 5.38662 0.87836
C 0.66686 5.57127 -0.29294
C 2.01396 5.19292 -0.36042
C 2.59449 4.56421 0.73002
C 1.85186 4.29098 1.88814
N 2.51011 3.57867 2.86982
C 1.98090 2.85670 3.95585
C 2.38275 3.14748 5.26479
C 1.64071 2.62513 6.32212
C 0.71449 1.60116 6.12137
C 0.40752 1.19118 4.81812
C 1.07001 1.81806 3.75688
C 0.92730 1.34355 2.32455
O 0.05407 1.95461 1.61617
O 1.59159 0.29546 2.08109
C 0.54622 4.80721 2.01013
C -0.20449 4.76650 3.28174
H -2.17440 4.96423 1.24858
H -1.66642 6.63157 1.64880
H -1.87488 6.15919 -0.06063
H 0.17576 6.03573 -1.17016
H 2.60070 5.38337 -1.27488
H 3.62650 4.19787 0.68057
H 3.52412 3.65035 2.82908
H 3.18756 3.86715 5.43356
H 1.75705 3.02776 7.31631
H 0.15166 1.13357 6.91572
H -0.29739 0.38723 4.53075
H -0.69592 3.78749 3.42784
H 0.44638 4.94305 4.14939
H -1.00659 5.52651 3.31742
```

Computed properties:
maximum force: 5.1 eV/Å
gap between HOMO and LUMO: 6.19 eV
charge: 0
LUMO energy: -0.19 eV
energy relative to the best compared isomer or geometry (same formula, charge and spin): 254.9 kJ/mol

Here are the Löwdin charges for atoms 1 to 6, given in e: P 0.96; P 0.84; C -0.35; C -0.41; H -0.04; H 0.08